(1)
Density functional theory data (the ωB97M-V functional and the def2-TZVPD basis) for a structure of composition C18H31AsBN6PtS.

Structure (XYZ):
```
59
Properties=species:S:1:pos:R:3
Pt -0.107 0.207 -0.630
C -0.231 2.468 2.048
C -0.099 1.012 2.296
C -0.026 0.333 3.494
C 0.064 -1.029 3.200
C 0.166 -2.179 4.137
N 0.047 -1.171 1.867
N -0.046 0.073 1.319
B 0.051 -2.450 0.973
N -1.226 -2.375 0.121
N -1.400 -1.284 -0.663
C -2.593 -1.352 -1.302
C -3.109 -0.321 -2.243
C -3.170 -2.552 -0.922
C -2.300 -3.171 -0.027
C -2.435 -4.473 0.675
N 1.230 -2.297 -0.002
N 1.267 -1.196 -0.791
C 2.378 -1.212 -1.567
C 2.737 -0.166 -2.563
C 3.052 -2.380 -1.256
C 2.319 -3.038 -0.271
C 2.596 -4.330 0.409
H -0.245 2.994 3.000
H -1.164 2.680 1.522
H 0.613 2.836 1.463
H -0.038 0.779 4.475
H 0.156 -1.813 5.161
H 1.092 -2.732 3.979
H -0.670 -2.866 4.009
H 0.115 -3.431 1.630
H -2.420 0.513 -2.376
H -4.059 0.070 -1.880
H -3.288 -0.770 -3.220
H -4.115 -2.936 -1.268
H -3.392 -4.926 0.428
H -2.385 -4.344 1.756
H -1.644 -5.161 0.375
H 2.008 0.643 -2.606
H 2.808 -0.611 -3.555
H 3.711 0.257 -2.321
H 3.972 -2.718 -1.703
H 3.542 -4.734 0.058
H 1.813 -5.058 0.195
H 2.657 -4.200 1.490
C 1.852 4.852 -0.684
As 0.081 4.501 -1.315
C -1.286 5.233 -0.195
C -0.128 5.062 -3.131
S -0.195 2.279 -1.484
H 1.994 5.934 -0.726
H 2.564 4.361 -1.344
H 1.966 4.507 0.341
H -1.262 6.315 -0.343
H -1.083 5.003 0.847
H -2.252 4.842 -0.508
H 0.019 6.143 -3.156
H -1.129 4.813 -3.475
H 0.626 4.570 -3.742
```

Results
* E_tot: -3810.184157 hartree
* total charge: +3

---

(2)
Density functional theory data (the ωB97M-V functional and the def2-TZVPD basis) for the ion C3HN4 with charge +1 at a distorted geometry.

Structure (XYZ):
```
8
Properties=species:S:1:pos:R:3
N 3.347 0.519 -0.892
C 2.499 0.010 -0.262
C 1.081 -0.866 0.264
N 0.088 -0.978 -0.148
C -1.254 -0.602 -0.264
N -0.902 0.833 0.517
N -1.989 0.290 0.429
H -2.870 0.794 0.355
```

Results
* energy above the lowest of the compared OMol25 structures with the same formula, charge and spin: 173.5 kcal per mole
* structure (SMILES): N#CC#[N+]C1=NN1
* total charge: +1

---

(3)
Density functional theory data (the ωB97M-V functional and the def2-TZVPD basis) for a structure of composition C21H24Cl5CoF5IN4 at a distorted geometry.

Structure (XYZ):
```
61
Properties=species:S:1:pos:R:3
Co -0.372 0.526 0.252
Cl 0.082 0.704 3.279
C 1.611 0.526 2.481
C 1.576 0.392 1.090
C 2.831 0.225 0.505
Cl 2.930 -0.004 -1.201
C 4.031 0.231 1.214
Cl 5.543 0.019 0.410
C 4.002 0.382 2.596
Cl 5.463 0.386 3.506
C 2.775 0.511 3.239
Cl 2.718 0.610 4.961
I -3.187 5.925 0.488
C -1.363 4.862 0.510
C -0.157 5.539 0.614
C 0.992 4.758 0.619
C 0.887 3.382 0.551
N -0.282 2.736 0.462
C -1.388 3.482 0.432
H -0.109 6.616 0.686
H 1.963 5.224 0.682
H 1.774 2.766 0.574
H -2.328 2.965 0.347
C 0.414 1.742 -3.383
C -0.323 0.482 -2.872
C -1.797 0.550 -3.329
C 0.337 -0.755 -3.528
N -0.243 0.401 -1.488
H 0.262 1.862 -4.452
H 1.477 1.654 -3.182
H 0.044 2.623 -2.868
H -1.869 0.547 -4.413
H -2.257 1.455 -2.947
H -2.347 -0.298 -2.933
H 0.285 -0.662 -4.609
H -0.174 -1.665 -3.225
H 1.377 -0.825 -3.226
F -2.606 -0.485 1.948
C -2.437 -0.146 0.599
F -2.579 -1.410 -0.027
C -3.761 0.540 0.238
F -3.782 0.988 -1.027
F -4.850 -0.252 0.363
F -4.001 1.603 1.023
N -0.244 -4.840 0.670
C 0.766 -4.073 -0.116
C 0.258 -2.629 -0.228
N 0.012 -2.039 1.066
C -0.864 -2.824 1.901
C -0.392 -4.282 2.044
H -0.015 -5.840 0.701
H -1.151 -4.715 0.201
H 0.887 -4.534 -1.098
H 1.716 -4.108 0.419
H -0.668 -2.598 -0.806
H 0.988 -2.014 -0.755
H 0.880 -1.821 1.543
H -1.868 -2.820 1.472
H -0.929 -2.358 2.885
H -1.117 -4.877 2.603
H 0.578 -4.339 2.540
```

Results
* energy above the lowest of the compared OMol25 structures with the same formula, charge and spin: 10.6 kcal per mole
* ⟨S²⟩: 6.031
* 2S+1: 5
* total charge: 0

---

(4)
Density functional theory data (the ωB97M-V functional and the def2-TZVPD basis) for a structure of composition C5H20N10O5Sn at a distorted geometry.

Structure (XYZ):
```
41
Properties=species:S:1:pos:R:3
Sn -0.815 -1.337 0.219
C 1.125 1.861 1.651
O 0.279 1.151 1.090
N 1.871 1.529 2.648
N 1.452 3.043 1.235
H 1.696 0.602 3.008
H 2.677 2.033 2.990
H 0.708 3.347 0.624
H 1.925 3.662 1.878
C -3.090 1.498 -0.646
O -2.663 0.421 -1.057
N -3.322 1.882 0.547
N -3.382 2.429 -1.478
H -3.224 1.200 1.286
H -3.513 2.871 0.619
H -3.431 1.955 -2.369
H -4.076 3.149 -1.335
C 2.676 -1.544 -1.647
O 1.955 -1.732 -0.670
N 3.183 -0.383 -1.921
N 2.986 -2.477 -2.451
H 3.548 -0.226 -2.850
H 2.917 0.348 -1.276
H 3.880 -2.348 -2.902
H 2.681 -3.434 -2.342
C -0.460 -3.283 3.654
O -0.390 -2.943 2.505
N 0.503 -3.921 4.284
N -1.537 -3.151 4.397
H 1.335 -4.054 3.727
H 0.468 -4.315 5.213
H -2.373 -2.961 3.863
H -1.541 -3.582 5.311
C -0.289 0.707 -3.160
O -0.018 -0.206 -2.363
N -0.969 0.494 -4.172
N -0.013 1.966 -3.095
H -1.244 1.260 -4.771
H -1.463 -0.368 -4.353
H -0.383 2.668 -3.719
H 0.333 2.188 -2.172
```

Results
* E_tot: -1339.635694 hartree
* ⟨S²⟩: 0.759
* 2S+1: 2
* total charge: +3